Entry 1:
Density functional theory data (wB97M-V/def2-TZVPD) for the molecule C5H10O3S in a non-equilibrium geometry.

Summary:
HOMO   -8.4 eV
Kohn-Sham gap   9.1 eV
Lowest unoccupied orbital energy   0.746 eV
SMILES string   CC=[S@]1(=O)OC[C@H](C)O1

```
! RIJCOSX wB97M-V def2-TZVPD def2/J DEFGRID3
* xyz 0 1
C -2.04592 -1.19507 0.20935
C 0.40055 1.38028 -1.10929
C 0.95397 1.31354 0.35651
C -1.10631 -2.26864 0.14362
C 2.13190 0.30313 0.32193
O -2.44666 1.38772 0.45157
O -0.71883 0.49306 -1.26191
O -0.12639 0.92350 1.17791
S -1.46938 0.36934 0.16087
H -2.78291 -1.17410 0.98279
H 0.13783 2.46363 -1.52446
H 1.18123 1.05451 -1.68465
H 1.27815 2.42629 0.60279
H -0.03075 -1.85554 -0.06497
H -1.03620 -2.93392 1.06614
H -1.30774 -3.01863 -0.71504
H 2.86432 0.73248 -0.40528
H 1.75479 -0.57509 -0.16233
H 2.36837 0.17350 1.45445
*
```

Entry 2:
Density functional theory data (wB97M-V/def2-TZVPD) for a cluster of 2 separate species, C5H10O3S in total in a non-equilibrium geometry.

Summary:
HOMO   -9.1 eV
Kohn-Sham gap   9.2 eV
Lowest unoccupied orbital energy   0.083 eV

```
! RIJCOSX wB97M-V def2-TZVPD def2/J DEFGRID3
* xyz 0 1
C -0.85920 -1.18567 0.12603
C -1.18064 0.66683 -1.45367
C -2.47531 0.60852 0.79541
C 2.89432 -1.17857 -0.05261
C -1.51941 0.06819 -0.29292
O 0.05306 -1.64607 -0.55374
O 2.66155 1.28412 -0.40154
O 1.00425 0.30204 1.11576
S 1.59755 0.06002 -0.19610
H -0.98976 -1.50990 1.16006
H -0.65165 0.23525 -2.27951
H 2.74038 1.46262 0.54373
H -1.49825 1.69521 -1.64681
H -3.30664 -0.12804 0.86996
H -2.98122 1.50785 0.46470
H -2.11878 0.76172 1.81196
H 2.81876 -1.21747 1.08097
H 2.71940 -2.18533 -0.42814
H 3.93394 -0.84931 -0.34437
*
```

Entry 3:
Density functional theory data (wB97M-V/def2-TZVPD) for a structure of composition C5H10O3Yb in a non-equilibrium geometry.

Summary:
HOMO (alpha / beta)   -6.3 / -6.3 eV
Kohn-Sham gap (alpha / beta)   5.8 / 5.8 eV
Lowest unoccupied orbital energy (alpha / beta)   -0.445 / -0.446 eV

```
! RIJCOSX wB97M-V def2-TZVPD def2/J DEFGRID3
* xyz 0 1
C -1.35105 -2.19894 0.95909
O 0.01520 -2.32977 1.20283
C -1.62872 -1.53627 -0.39613
O -0.74271 -0.44732 -0.50956
C -0.69334 0.97629 -0.90882
C 0.20934 1.75104 -0.03364
O 1.50638 1.01340 0.01210
C 2.66234 1.81541 -0.01567
Yb 1.07767 -0.91584 0.55906
H -1.84569 -1.59312 1.74696
H -1.86258 -3.18084 0.95330
H -2.67085 -1.19425 -0.49464
H -1.35677 -2.23169 -1.20693
H -1.72336 1.35448 -0.84602
H -0.33055 0.90779 -1.94600
H -0.16193 1.74253 1.00962
H 3.50707 1.20292 -0.35876
H 2.51368 2.65114 -0.71434
H 2.87588 2.21303 0.98757
*
```

Entry 4:
Density functional theory data (wB97M-V/def2-TZVPD) for the molecule C5H10O4S in a non-equilibrium geometry.

Summary:
HOMO (alpha / beta)   -6.7 / -7.8 eV
Kohn-Sham gap (alpha / beta)   6.9 / 8.2 eV
Lowest unoccupied orbital energy (alpha / beta)   0.200 / 0.444 eV

```
! RIJCOSX wB97M-V def2-TZVPD def2/J DEFGRID3
* xyz 0 1
C -0.68881 -0.30826 -1.01515
C 0.58753 1.08831 0.68034
C -3.01320 0.54993 0.11291
C 0.31352 -0.28429 0.20960
C 1.62610 -0.97516 -0.23472
O 1.16990 2.02940 -0.14589
O -3.92197 0.49418 1.10899
O -0.26388 -1.03805 1.25380
O 2.53780 -1.01485 0.83298
S -2.34567 -0.86660 -0.55889
H -0.77400 0.68959 -1.44374
H -0.34195 -1.00629 -1.77749
H -0.09193 1.53288 1.38798
H -3.04568 1.46404 -0.45911
H 2.05523 -0.47064 -1.11591
H 1.42089 -2.01465 -0.49921
H 1.70238 1.58894 -0.82036
H -3.83130 -0.34478 1.58141
H 0.45695 -1.33544 1.82644
H 2.65188 -0.11197 1.16615
*
```

Entry 5:
Density functional theory data (wB97M-V/def2-TZVPD) for the molecule C5H10O4S2 in a non-equilibrium geometry.

Summary:
HOMO   -9.0 eV
Kohn-Sham gap   9.7 eV
Lowest unoccupied orbital energy   0.714 eV

```
! RIJCOSX wB97M-V def2-TZVPD def2/J DEFGRID3
* xyz 0 1
C -0.93286 -1.50324 0.30709
C -0.10089 -1.50501 -0.88549
C -0.58388 -0.24620 -0.34724
C 3.80395 -0.63625 0.07133
C -2.40178 1.98254 1.13591
O 2.13968 1.89556 -0.79577
O 0.41842 0.49750 0.45739
O 2.98860 0.25730 0.76738
O -2.86334 1.07082 0.15405
S 1.84742 1.42886 0.50743
S -1.82372 0.85068 -1.06601
H -1.98618 -1.70214 0.12048
H -0.45184 -1.65933 1.28516
H 0.98134 -1.71375 -0.91374
H -0.49864 -1.75694 -1.94189
H 3.53354 -1.68880 0.18110
H 4.83464 -0.45334 0.42572
H 3.85432 -0.49587 -1.07658
H -2.33392 2.87160 0.70731
H -1.55394 1.61597 1.64703
H -3.02816 1.93621 1.96097
*
```

Entry 6:
Density functional theory data (wB97M-V/def2-TZVPD) for a cluster of 2 separate species, C5H10O5S in total in a non-equilibrium geometry.

Summary:
<S²>   2.007
HOMO (alpha / beta)   -5.2 / -9.7 eV
Kohn-Sham gap (alpha / beta)   5.6 / 6.9 eV
Lowest unoccupied orbital energy (alpha / beta)   0.415 / -2.801 eV

```
! RIJCOSX wB97M-V def2-TZVPD def2/J DEFGRID3
* xyz 0 3
C -2.74500 1.93340 -1.84518
C 0.87114 -2.07848 -0.98129
C -0.19146 -1.23648 -0.23958
C 0.24413 0.23990 -0.00332
C -0.64081 1.23643 0.67349
O -2.97440 1.19549 -2.61309
O 2.11179 -1.88809 -0.37802
O -0.53242 -1.89474 0.90820
O 1.51937 0.41270 0.78821
O -0.54346 1.11035 2.00094
S -0.38838 3.23280 0.41163
H -1.57092 0.86428 0.74439
H 0.59300 -3.05587 -0.66437
H 1.04068 -1.96595 -2.12861
H -1.10168 -1.22624 -0.93061
H 0.84100 0.55632 -0.86917
H 2.30972 -0.97718 -0.40767
H 0.17535 -1.74112 1.53661
H 2.07101 1.08776 0.65005
H 0.38672 0.88076 2.15002
H -1.47539 3.31392 1.19735
*
```

Entry 7:
Density functional theory data (wB97M-V/def2-TZVPD) for a structure of composition C5H10OPPb in a non-equilibrium geometry.

Summary:
HOMO (alpha / beta)   -2.1 / -2.0 eV
Kohn-Sham gap (alpha / beta)   5.1 / 4.9 eV
Lowest unoccupied orbital energy (alpha / beta)   3.025 / 2.945 eV

```
! RIJCOSX wB97M-V def2-TZVPD def2/J DEFGRID3
* xyz -1 1
C -1.43517 -0.01193 -0.22689
C -1.32432 1.32403 -0.68899
C -1.32630 2.18761 0.44589
C -1.49028 1.38582 1.61841
C -1.54708 0.02525 1.21861
Pb 1.28672 -2.68753 0.76292
P 1.45076 -2.00753 -1.74436
H -1.46662 -0.92486 -0.83122
H -1.25229 1.63244 -1.72811
H -1.22168 3.26858 0.41362
H -1.67983 -0.85229 1.86145
H -1.54875 1.73519 2.64675
H 2.63780 -1.24589 -2.07009
H 0.41504 -1.31464 -2.48895
H 1.63068 -3.20846 -2.53025
O 2.18845 -0.14941 1.09528
H 2.78738 0.26763 1.74481
H 1.89549 0.57601 0.50111
*
```

Entry 8:
Density functional theory data (wB97M-V/def2-TZVPD) for the molecule C5H10OS2 in a non-equilibrium geometry.

Summary:
HOMO   -8.9 eV
Kohn-Sham gap   9.6 eV
Lowest unoccupied orbital energy   0.723 eV
SMILES string   CCSSCCC=O

```
! RIJCOSX wB97M-V def2-TZVPD def2/J DEFGRID3
* xyz 0 1
C -2.13432 -1.35847 -1.11974
C -2.77940 -1.95863 0.09802
O -2.76755 -1.47131 1.19541
C -1.22235 -0.18218 -0.82299
S 0.53599 -0.40586 -1.17995
S 1.40708 -0.61878 0.66561
C 1.74711 1.09823 1.09930
C 3.09228 1.68494 0.56368
H -1.56032 -2.17327 -1.58809
H -2.89697 -1.07046 -1.84118
H -3.32147 -2.91576 -0.04369
H -1.29368 0.14760 0.21393
H -1.53688 0.71178 -1.34229
H 1.74183 1.22160 2.18197
H 0.93780 1.70589 0.70934
H 3.79461 1.82966 1.37319
H 2.81058 2.64206 0.12803
H 3.44566 1.11298 -0.29057
*
```

Entry 9:
Density functional theory data (wB97M-V/def2-TZVPD) for the molecule C5H10OS2 in a non-equilibrium geometry.

Summary:
HOMO   -8.8 eV
Kohn-Sham gap   9.6 eV
Lowest unoccupied orbital energy   0.827 eV
SMILES string   C[C@@H]1SCO[C@@H](C)S1

```
! RIJCOSX wB97M-V def2-TZVPD def2/J DEFGRID3
* xyz 0 1
C 2.65237 -0.63664 -0.35049
C 1.28734 -0.00909 -0.38795
C 0.24812 1.92244 0.60080
C -1.51895 -0.30233 0.47528
C -2.56376 -1.01434 -0.33829
H 3.01772 -0.88365 0.62181
H 3.42505 -0.00611 -0.75156
H 2.52570 -1.55694 -0.88425
H 0.79588 0.09512 -1.36809
H 0.33433 2.97088 0.34196
H 0.05556 1.76199 1.67553
H -1.86506 -0.21293 1.51110
H -3.53431 -0.48001 -0.30029
H -2.70191 -2.02332 0.07893
H -2.32993 -1.13573 -1.38660
O 1.40555 1.28466 0.18424
S -1.33120 1.39155 -0.27558
S 0.09750 -1.16555 0.55345
*
```

Entry 10:
Density functional theory data (wB97M-V/def2-TZVPD) for a structure of composition C5H10S in a non-equilibrium geometry.

Summary:
HOMO   -8.5 eV
Kohn-Sham gap   9.3 eV
Lowest unoccupied orbital energy   0.788 eV

```
! RIJCOSX wB97M-V def2-TZVPD def2/J DEFGRID3
* xyz 0 1
C 1.07602 1.99913 1.49592
C 0.46404 -0.06530 0.15642
C -0.15265 -1.11122 -0.88628
C -0.29433 -2.55785 -0.46078
C -1.43926 -1.55848 -0.46431
H 0.70516 1.66629 2.57963
H 2.06232 1.23042 1.47813
H 1.59558 3.25804 1.54310
H 1.55027 -0.01145 0.08373
H -0.17826 -0.17351 1.21401
H 0.03816 -0.95973 -2.04917
H 0.44334 -2.58614 0.59872
H -0.43954 -3.55408 -1.17769
H -2.01007 -1.25702 0.51088
H -2.31960 -1.76330 -1.03010
S 0.03935 1.49455 -0.17482
*
```

Entry 11:
Density functional theory data (wB97M-V/def2-TZVPD) for the molecule C5H10S in a non-equilibrium geometry.

Summary:
HOMO   -8.0 eV
Kohn-Sham gap   9.0 eV
Lowest unoccupied orbital energy   0.941 eV
SMILES string   C/C=C(\C)SC

```
! RIJCOSX wB97M-V def2-TZVPD def2/J DEFGRID3
* xyz 0 1
C 1.06412 2.03678 0.77516
C -0.23258 -0.25493 -0.19392
C 0.18570 0.24044 -1.61684
C -0.40968 -1.54908 0.12788
C -0.06514 -2.70983 -0.71378
H 1.88814 1.42663 1.06602
H 1.16805 2.30597 -0.33602
H 0.95255 2.89970 1.49055
H -0.27395 1.20699 -1.92715
H -0.23174 -0.54724 -2.22952
H 1.27008 0.43103 -1.72555
H -0.73746 -1.77405 1.16515
H -0.92153 -3.40244 -0.92695
H 0.58762 -3.34196 -0.00320
H 0.49064 -2.48373 -1.62269
S -0.46543 1.04367 0.92364
*
```

Entry 12:
Density functional theory data (wB97M-V/def2-TZVPD) for the molecule C5H10Si in a non-equilibrium geometry.

Summary:
HOMO (alpha / beta)   -8.4 / -7.1 eV
Kohn-Sham gap (alpha / beta)   8.3 / 6.9 eV
Lowest unoccupied orbital energy (alpha / beta)   -0.145 / -0.163 eV

```
! RIJCOSX wB97M-V def2-TZVPD def2/J DEFGRID3
* xyz 0 1
C 1.44742 -0.81362 0.00119
C 2.57236 -1.41265 -0.00418
C 1.15081 0.56240 0.34833
C -0.16831 1.04226 -0.43903
C -1.48748 0.56921 0.20202
Si -2.01276 -1.18812 0.02657
H 2.76107 -2.39026 -0.46489
H 3.49678 -0.82003 0.10583
H 0.97780 0.58456 1.37635
H 2.16966 1.01152 0.16444
H -0.11531 2.14161 -0.21092
H -0.11682 1.07056 -1.57901
H -1.52374 0.94025 1.16711
H -2.38544 1.04767 -0.41708
H -2.41357 -1.99603 -1.29279
H -3.12530 -1.50487 0.92722
*
```

Entry 13:
Density functional theory data (wB97M-V/def2-TZVPD) for the molecule C5H10Si in a non-equilibrium geometry.

Summary:
HOMO (alpha / beta)   -8.9 / -8.6 eV
Kohn-Sham gap (alpha / beta)   8.7 / 8.2 eV
Lowest unoccupied orbital energy (alpha / beta)   -0.251 / -0.470 eV

```
! RIJCOSX wB97M-V def2-TZVPD def2/J DEFGRID3
* xyz 0 1
C 0.98245 -0.40472 0.78008
C 0.26661 -0.83835 -0.22462
C 1.03049 2.35670 0.72226
C -0.78132 0.15528 -0.75071
C 0.20261 -2.27660 -0.62272
Si -0.68616 1.56083 0.54957
H 1.75920 -0.92167 1.48049
H 1.58537 2.41528 1.60504
H 1.45814 2.45803 -0.22695
H -0.39195 0.68576 -1.58621
H -1.73302 -0.27406 -1.05022
H -0.90538 -2.65046 -0.91221
H 0.50374 -2.91804 0.18593
H 0.75832 -2.47991 -1.52086
H -1.47727 1.16830 1.71835
H -1.63129 2.53597 -0.01766
*
```

Entry 14:
Density functional theory data (wB97M-V/def2-TZVPD) for a cluster of 2 separate species, C5H11B in total in a non-equilibrium geometry.

Summary:
<S²>   2.008
HOMO (alpha / beta)   -4.6 / -10.1 eV
Kohn-Sham gap (alpha / beta)   5.4 / 8.1 eV
Lowest unoccupied orbital energy (alpha / beta)   0.736 / -2.080 eV

```
! RIJCOSX wB97M-V def2-TZVPD def2/J DEFGRID3
* xyz 0 3
B -0.89794 -0.65459 0.88191
C 0.92005 -0.09769 -0.42597
C 0.83546 0.92296 -1.19007
C -1.47047 0.49887 1.87421
C -1.17503 -2.18721 0.87586
C 1.93946 1.40634 -2.03440
H 1.67641 -0.69635 -0.18721
H -0.06184 1.55068 -1.43345
H -0.52725 1.14101 1.93089
H -2.01368 0.04152 2.64866
H -2.22841 1.09683 1.26156
H -1.18448 -2.62287 -0.13953
H -2.07600 -2.43632 1.46202
H -0.32632 -2.52359 1.36359
H 1.77300 0.87318 -3.04116
H 2.95172 1.16467 -1.71727
H 1.86531 2.52259 -2.12962
*
```

| no. | total energy (eV) |
| --- | --- |
| 1 | -22320.61929 |
| 2 | -22321.99793 |
| 3 | -43014.34882 |
| 4 | -24368.38645 |
| 5 | -35202.82412 |
| 6 | -26411.48456 |
| 7 | -21927.91214 |
| 8 | -29064.64584 |
| 9 | -29064.47019 |
| 10 | -16176.44552 |
| 11 | -16181.30222 |
| 12 | -13218.83144 |
| 13 | -13219.47690 |
| 14 | -6032.40353 |